70
Properties=species:S:1:pos:R:3:lowdin_charge:R:1 method="wB97M-V/def2-TZVPD" energy_ha=-12815.4292 orbital_gap_ev="5.608 / 5.604"
Ti 0.354 0.828 0.706 0.53
C 2.182 -1.773 0.579 -0.11
N 1.152 -1.143 1.433 -0.38
C 1.732 -0.964 2.779 -0.09
C -0.026 -2.014 1.546 -0.18
C -1.209 -1.262 2.189 -0.19
N -0.964 0.181 2.137 -0.12
C -1.429 0.929 3.190 -0.21
C -0.714 2.079 3.518 -0.16
F 0.379 2.322 2.737 0.01
C -1.057 2.944 4.530 -0.21
F -0.296 4.018 4.757 0.11
C -2.181 2.694 5.298 0.08
C -2.923 1.569 4.990 -0.21
F -4.034 1.300 5.683 0.10
C -2.575 0.708 3.961 -0.14
F -3.387 -0.329 3.682 0.09
H 2.279 -2.835 0.826 0.11
H 3.147 -1.289 0.741 0.00
H 1.930 -1.646 -0.473 0.05
H 2.049 -1.941 3.160 0.11
H 0.992 -0.534 3.454 0.09
H 2.603 -0.315 2.721 0.00
H 0.222 -2.889 2.158 0.13
H -0.281 -2.374 0.549 0.09
H -1.333 -1.588 3.225 0.12
H -2.133 -1.536 1.667 0.12
H -2.472 3.353 6.100 0.14
C -0.227 3.846 0.181 -0.09
N -0.916 2.582 -0.184 -0.32
C -2.269 2.607 0.405 -0.07
C -1.072 2.590 -1.674 -0.18
C 0.112 2.007 -2.381 -0.27
C 1.098 2.808 -2.946 -0.03
C 2.231 2.245 -3.505 -0.04
C 2.378 0.865 -3.539 -0.08
C 1.405 0.047 -2.996 -0.08
C 0.283 0.622 -2.420 -0.44
H -0.855 4.694 -0.116 0.10
H 0.732 3.898 -0.332 0.07
H -0.050 3.893 1.252 0.08
H -2.850 3.432 -0.022 0.11
H -2.204 2.752 1.483 0.08
H -2.778 1.664 0.204 0.09
H -1.248 3.621 -2.000 0.14
H -1.968 2.013 -1.912 0.10
H 0.982 3.885 -2.926 0.12
H 3.012 2.879 -3.900 0.12
H 3.273 0.427 -3.957 0.10
H 1.534 -1.030 -3.012 0.11
O -0.606 -6.391 -4.502 0.13
C -1.672 -5.649 -4.143 -0.48
O -2.783 -6.022 -4.381 0.14
C -1.393 -4.344 -3.452 -0.12
C -2.368 -3.357 -3.536 0.01
C -2.176 -2.138 -2.915 -0.06
C -1.012 -1.908 -2.185 -0.46
S -0.884 -0.302 -1.427 1.05
C -0.045 -2.898 -2.075 -0.08
C -0.237 -4.112 -2.718 0.00
H 0.219 -5.906 -4.374 0.10
H -3.272 -3.564 -4.092 0.13
H -2.927 -1.363 -2.989 0.11
H 0.850 -2.741 -1.495 0.08
H 0.516 -4.882 -2.600 0.13
Se 5.274 -0.096 -1.400 -0.17
Sb 5.721 0.832 0.756 -0.21
Se 5.426 -0.604 2.626 -0.11
Se 6.358 3.095 0.998 -0.15
Se 2.400 1.514 0.357 0.42

---

64
Properties=species:S:1:pos:R:3:lowdin_charge:R:1 method="wB97M-V/def2-TZVPD" energy_ha=-1859.8152 total_charge=+1 orbital_gap_ev=8.464
C 2.288 -0.244 2.018 -0.15
C 2.419 -1.115 0.893 -0.14
C 2.102 -0.390 -0.293 -0.14
H 2.837 -2.122 0.924 0.14
C 1.783 0.956 0.081 -0.16
C 1.925 1.064 1.503 -0.19
H 1.611 1.782 -0.628 0.12
C -1.232 -2.290 2.165 -0.14
C 0.081 -2.637 1.713 -0.17
C 0.048 -2.537 0.261 -0.15
H 0.860 -3.090 2.359 0.14
C -1.276 -2.172 -0.169 -0.21
C -2.057 -2.094 1.016 -0.06
H 2.155 -0.763 -1.314 0.12
H 1.974 1.999 2.071 0.12
H 2.669 -0.466 3.018 0.13
H -3.124 -1.944 1.059 0.12
H 0.851 -2.795 -0.421 0.12
H -1.556 -2.331 3.227 0.12
Hf -0.006 -0.259 1.232 1.64
C -1.670 -1.566 -1.517 -0.47
C -3.194 -1.379 -1.610 -0.02
C -1.221 -2.400 -2.682 -0.03
H -3.631 -2.373 -1.490 0.10
H -3.474 -0.954 -2.595 0.10
H -3.584 -0.704 -0.839 0.09
H -1.757 -3.344 -2.646 0.10
H -0.154 -2.599 -2.646 0.09
H -1.428 -1.888 -3.623 0.09
C -0.887 -0.222 -1.569 -0.07
C -1.528 1.160 -1.617 -0.36
H -0.033 -0.263 -2.233 0.09
H -0.380 -0.130 -0.577 0.01
O -1.672 1.617 -0.455 0.06
N -1.672 1.850 -2.809 0.06
C -0.568 2.574 -3.484 -0.11
H -2.594 2.149 -3.123 0.15
C 0.708 1.761 -3.627 -0.22
C 1.981 2.303 -3.361 -0.04
H 2.040 3.311 -2.960 0.12
C 3.125 1.562 -3.687 -0.07
H 4.106 2.035 -3.557 0.12
C 3.021 0.261 -4.162 -0.08
H 3.908 -0.299 -4.423 0.11
C 1.754 -0.314 -4.311 -0.08
H 1.652 -1.354 -4.621 0.11
C 0.602 0.456 -4.135 -0.07
H -0.388 0.045 -4.331 0.11
H -0.302 3.455 -2.924 0.11
H -0.870 2.963 -4.448 0.13
C 0.607 2.031 4.479 0.03
C -0.369 0.896 4.249 -0.35
O -0.397 0.394 2.928 -0.26
C -0.048 -0.294 5.213 -0.50
F 0.036 0.063 6.510 0.17
F -0.993 -1.277 5.146 0.13
F 1.147 -0.851 4.878 0.13
C -1.833 1.345 4.538 -0.50
F -2.032 1.740 5.826 0.16
F -2.134 2.413 3.751 0.14
F -2.739 0.369 4.242 0.14
H 1.625 1.682 4.320 0.09
H 0.491 2.400 5.502 0.12
H 0.393 2.825 3.766 0.10

---

81
Properties=species:S:1:pos:R:3:lowdin_charge:R:1 method="wB97M-V/def2-TZVPD" energy_ha=-3903.6637 orbital_gap_ev=8.467
Li 1.628 -0.763 0.374 0.56
C 4.552 -0.764 1.462 -0.14
N 3.853 0.231 0.688 -0.09
C 4.258 0.514 -0.664 -0.13
C 3.075 1.143 -1.348 -0.29
N 1.846 0.904 -0.984 0.13
C 1.057 1.642 -1.857 -0.21
C -0.332 1.741 -1.927 -0.01
C -0.862 2.578 -2.888 -0.08
C -0.036 3.298 -3.769 -0.08
C 1.340 3.197 -3.718 -0.01
C 1.864 2.352 -2.745 -0.18
N 3.163 2.011 -2.394 0.17
C 3.554 -1.465 2.342 -0.33
N 2.318 -1.076 2.475 0.14
C 1.740 -2.011 3.333 -0.22
C 0.428 -2.109 3.788 -0.01
C 0.116 -3.169 4.615 -0.08
C 1.083 -4.114 4.992 -0.09
C 2.389 -4.030 4.548 -0.02
C 2.688 -2.961 3.713 -0.20
N 3.856 -2.575 3.067 0.18
H 5.358 -0.356 2.088 0.13
H 5.008 -1.492 0.787 0.12
H 3.633 1.064 1.215 0.13
H 4.475 -0.437 -1.159 0.13
H 5.144 1.157 -0.777 0.12
H -0.954 1.167 -1.252 0.10
H -1.936 2.687 -2.971 0.07
H -0.491 3.945 -4.506 0.11
H 1.970 3.752 -4.399 0.11
H 4.012 2.333 -2.822 0.16
H -0.313 -1.382 3.487 0.10
H -0.897 -3.284 4.975 0.10
H 0.797 -4.934 5.638 0.10
H 3.130 -4.767 4.829 0.11
H 4.734 -3.063 3.061 0.16
F -2.524 -2.496 -1.639 0.13
C -1.302 -3.034 -1.690 -0.68
F -0.620 -2.436 -2.660 0.15
F -1.413 -4.329 -1.966 0.15
S -0.487 -2.815 -0.048 0.59
O -0.089 -1.416 -0.041 -0.38
O -1.472 -3.248 0.888 -0.25
N 0.743 -3.787 -0.032 -0.28
S 2.091 -3.500 -0.792 0.63
O 2.715 -2.244 -0.385 -0.36
O 2.087 -3.791 -2.191 -0.25
C 3.146 -4.803 0.003 -0.67
F 2.827 -5.004 1.275 0.15
F 4.423 -4.398 -0.051 0.12
F 3.038 -5.945 -0.661 0.16
C -4.929 1.817 -3.668 -0.10
C -5.577 1.307 -2.393 -0.30
S -5.439 2.409 -1.014 0.64
O -5.952 3.695 -1.409 -0.30
O -5.986 1.733 0.137 -0.31
C -3.681 2.561 -0.756 -0.22
C -3.325 2.830 0.703 -0.12
N -1.927 2.475 0.927 0.04
C -1.509 1.243 1.326 -0.34
N -0.197 1.179 1.462 0.14
C 0.265 2.429 1.188 -0.05
C -0.782 3.237 0.863 -0.16
N -0.721 4.547 0.296 -0.33
O -1.728 4.988 -0.238 0.07
O 0.337 5.138 0.385 0.09
C -2.445 0.112 1.562 0.02
H -5.216 1.177 -4.501 0.08
H -3.840 1.801 -3.602 0.05
H -5.250 2.834 -3.890 0.08
H -5.177 0.346 -2.066 0.10
H -6.658 1.193 -2.505 0.11
H -3.319 3.371 -1.388 0.09
H -3.218 1.627 -1.082 0.10
H -3.934 2.230 1.374 0.11
H -3.468 3.878 0.950 0.13
H 1.310 2.680 1.160 0.12
H -3.057 -0.108 0.686 0.09
H -3.124 0.323 2.390 0.10
H -1.864 -0.773 1.799 0.05

---

61
Properties=species:S:1:pos:R:3:lowdin_spin:R:1 method="wB97M-V/def2-TZVPD" energy_ha=-2856.6256 orbital_gap_ev="7.187 / 7.188" multiplicity=2
K 0.155 -0.734 0.460 0.02
S 1.053 0.882 3.040 0.00
C 0.240 -0.381 3.745 0.00
N 0.798 -1.436 4.337 0.00
C -0.061 -2.587 4.602 0.00
C -1.469 -2.025 4.776 0.00
S -1.505 -0.489 3.791 0.00
H 1.788 -1.571 4.203 0.00
H 0.268 -3.104 5.502 0.00
H -0.019 -3.251 3.741 0.00
H -1.684 -1.767 5.811 0.00
H -2.225 -2.714 4.405 0.00
C 0.737 -5.609 -6.066 0.00
C -0.096 -4.843 -5.072 0.00
C 0.138 -3.501 -4.819 0.00
C -0.635 -2.781 -3.914 0.00
C -0.319 -1.323 -3.693 0.00
C -1.673 -3.429 -3.235 0.00
Te -2.943 -2.349 -1.938 0.07
N -1.021 -2.818 -0.284 0.72
C -0.801 -3.272 0.907 0.07
O 0.213 -2.906 1.601 0.04
C -1.741 -4.250 1.573 0.02
C -3.123 -4.134 1.459 0.00
C -3.960 -5.016 2.128 0.00
C -3.418 -6.032 2.903 0.00
C -2.039 -6.155 3.016 0.00
C -1.203 -5.261 2.361 0.00
C -4.605 -2.632 -3.292 0.03
C -4.432 -2.475 -4.663 0.01
C -5.486 -2.661 -5.545 0.00
C -6.736 -3.010 -5.056 0.00
C -6.916 -3.171 -3.690 0.00
C -5.864 -2.988 -2.795 0.00
C -6.098 -3.200 -1.319 0.00
C -1.912 -4.795 -3.457 0.00
C -3.007 -5.564 -2.763 0.00
C -1.120 -5.471 -4.378 0.00
H 1.491 -4.970 -6.522 0.00
H 0.110 -6.019 -6.859 0.00
H 1.245 -6.445 -5.582 0.00
H 0.942 -2.995 -5.344 0.00
H 0.491 -1.001 -4.346 0.00
H -0.017 -1.154 -2.658 0.00
H -1.193 -0.699 -3.879 0.00
H -3.533 -3.343 0.845 0.00
H -5.034 -4.911 2.041 0.00
H -4.068 -6.728 3.417 0.00
H -1.616 -6.950 3.616 0.00
H -0.127 -5.341 2.448 0.00
H -3.454 -2.215 -5.052 0.00
H -5.330 -2.533 -6.609 0.00
H -7.568 -3.159 -5.733 0.00
H -7.890 -3.452 -3.306 0.00
H -7.139 -3.461 -1.127 0.00
H -5.863 -2.302 -0.744 0.00
H -5.466 -4.008 -0.941 0.00
H -3.235 -5.125 -1.793 0.00
H -2.706 -6.601 -2.614 0.00
H -3.921 -5.559 -3.361 0.00
H -1.310 -6.526 -4.553 0.00

---

71
Properties=species:S:1:pos:R:3:lowdin_spin:R:1 method="wB97M-V/def2-TZVPD" energy_ha=-3014.6877 total_charge=+3 orbital_gap_ev="7.377 / 6.047" multiplicity=3
Mo 1.104 -0.475 0.094 0.88
O -0.084 -1.343 1.477 0.09
S -1.215 -2.382 1.763 0.01
C -2.752 -1.585 1.201 0.01
C -3.582 -1.293 2.455 0.00
C -2.591 -0.982 3.570 0.00
C -1.575 -2.113 3.512 0.00
H -3.229 -2.231 0.467 0.00
H -2.412 -0.670 0.709 0.00
H -4.185 -2.165 2.716 0.00
H -4.265 -0.470 2.262 0.00
H -3.064 -0.948 4.550 0.00
H -2.098 -0.022 3.403 0.00
H -1.997 -3.061 3.858 0.00
H -0.623 -1.945 4.014 0.00
O 2.624 6.531 -2.272 0.02
N 1.682 5.869 -1.924 0.00
O 0.516 6.205 -1.898 -0.01
C 1.964 4.470 -1.515 0.07
C 0.929 3.721 -1.054 0.06
C 1.224 2.386 -0.693 0.13
C 2.561 1.860 -0.789 0.15
O 2.700 0.626 -0.415 0.11
C 3.578 2.705 -1.255 -0.01
C 3.287 3.995 -1.618 0.14
N 4.986 2.249 -1.371 0.00
O 5.170 1.055 -1.301 0.00
O 5.799 3.100 -1.627 -0.01
N 0.359 1.462 -0.233 0.28
O -1.001 1.806 -0.248 0.04
O 0.557 -1.169 -1.296 -0.02
H -0.054 4.148 -0.947 0.00
H 4.077 4.651 -1.963 0.00
S 3.018 -1.509 1.182 0.01
C 2.576 -3.000 2.006 0.01
N 2.824 -3.091 3.295 0.00
C 2.776 -4.361 4.046 0.00
C 2.956 -5.516 3.079 0.00
C 1.973 -5.381 1.930 0.00
N 2.111 -4.037 1.329 0.00
H 3.195 -2.270 3.750 0.00
H 1.822 -4.425 4.571 0.00
H 3.569 -4.331 4.790 0.00
H 2.790 -6.458 3.599 0.00
H 3.977 -5.526 2.694 0.00
H 0.944 -5.516 2.267 0.00
H 2.171 -6.108 1.147 0.00
H 2.106 -3.954 0.324 0.00
Te -1.936 1.925 -2.047 0.02
C -2.486 3.916 -1.960 0.00
C -2.895 4.541 -0.782 0.00
C -3.253 5.876 -0.844 0.00
C -3.217 6.558 -2.058 0.00
C -2.806 5.922 -3.220 0.00
C -2.418 4.590 -3.179 0.00
C -3.666 0.951 -1.474 0.00
C -4.506 1.443 -0.474 0.00
C -5.706 0.793 -0.245 0.00
C -6.061 -0.315 -1.013 0.00
C -5.218 -0.793 -2.005 0.00
C -4.004 -0.162 -2.243 0.00
H -2.912 4.020 0.167 0.00
H -3.563 6.390 0.056 0.00
H -3.502 7.600 -2.092 0.00
H -2.772 6.462 -4.156 0.00
H -2.082 4.099 -4.086 0.00
H -4.249 2.322 0.101 0.00
H -6.381 1.164 0.515 0.00
H -7.014 -0.799 -0.842 0.00
H -5.509 -1.643 -2.607 0.00
H -3.351 -0.529 -3.028 0.00

---

59
Properties=species:S:1:pos:R:3:lowdin_charge:R:1 method="wB97M-V/def2-TZVPD" energy_ha=-1301.1411 orbital_gap_ev=7.995
O -2.036 -0.194 0.477 0.09
C -1.493 0.522 1.255 -0.47
N -0.488 0.267 2.064 0.18
H -0.226 0.832 2.701 0.03
C 0.204 -1.190 1.775 -0.04
C -0.649 -2.273 1.439 -0.29
C -1.751 -2.837 2.273 0.03
C -2.397 -3.765 1.493 -0.13
C -2.077 -4.333 0.309 -0.12
C -0.915 -3.895 -0.319 0.01
C -0.299 -2.570 0.198 -0.02
H 0.485 -2.273 -0.487 0.10
H -0.652 -4.474 -1.368 0.15
H -2.563 -5.109 0.055 0.03
H -3.221 -4.196 2.049 0.10
H -2.011 -2.292 3.175 0.12
H 0.614 -1.424 2.969 0.19
H 0.985 -0.843 1.344 0.02
C -2.178 2.012 1.486 -0.25
C -3.059 2.414 0.410 -0.18
H -3.560 1.492 -0.243 0.17
C -2.137 3.087 -0.537 -0.10
N -0.678 2.698 -0.330 -0.06
C -0.078 1.572 -0.756 -0.27
N 1.205 1.474 -0.660 0.16
C 2.047 0.348 -0.898 -0.15
N 1.634 -0.689 -1.873 0.18
C 0.452 -0.146 -2.402 -0.23
C -0.550 0.643 -1.845 -0.08
C -1.728 0.508 -2.639 -0.22
H -2.621 0.739 -2.112 0.07
H -1.858 1.279 -3.626 0.18
C -1.645 -0.825 -3.294 -0.17
H -2.231 -1.070 -4.283 0.14
H -2.146 -1.638 -2.604 0.14
C -0.137 -0.953 -3.414 -0.15
H 0.098 -2.201 -3.500 0.20
H 0.209 -0.806 -4.153 -0.05
C 3.254 0.166 -0.237 -0.38
C 3.926 -0.862 -0.493 -0.02
C 5.349 -1.271 0.174 0.04
C 5.603 -0.220 1.193 -0.20
C 4.885 0.774 1.320 -0.19
C 3.705 0.883 0.718 -0.07
H 3.052 1.950 0.866 0.18
H 5.509 1.458 2.008 0.16
H 6.784 -0.562 1.466 0.16
H 5.993 -2.205 -0.212 0.13
H 3.686 -1.588 -1.427 0.15
C -0.338 3.211 0.914 -0.26
H 0.069 4.251 0.665 0.15
C -1.269 3.048 1.897 -0.24
H -0.651 2.879 2.824 0.15
H -1.790 3.852 2.138 0.09
H 0.821 2.543 1.252 0.20
H -1.999 4.180 -0.390 0.13
H -2.285 2.682 -1.791 0.19
H -3.879 3.101 0.605 0.12
H -2.973 1.839 2.382 0.20

---

62
Properties=species:S:1:pos:R:3:lowdin_charge:R:1 method="wB97M-V/def2-TZVPD" smiles="COc1ccccc1N1CCN([C@H](CNC(=O)c2ccc3c(c2)OCO3)c2cccnc2)CC1" energy_ha=-1527.5263 orbital_gap_ev=8.520
C -1.560 -3.901 1.644 -0.08
O -1.137 -3.052 0.607 -0.12
C 0.185 -3.078 0.228 -0.21
C 1.139 -3.879 0.829 -0.02
C 2.472 -3.806 0.446 -0.09
C 2.853 -2.925 -0.543 -0.10
C 1.905 -2.130 -1.165 -0.02
C 0.558 -2.192 -0.813 -0.18
N -0.390 -1.343 -1.373 -0.11
C -1.625 -1.861 -1.920 -0.12
C -2.773 -0.886 -1.587 -0.13
N -2.293 0.466 -1.397 -0.13
C -2.394 1.054 -0.077 -0.25
C -1.713 0.308 1.096 -0.11
N -0.272 0.337 1.025 0.10
C 0.449 1.476 1.084 -0.46
O -0.043 2.573 1.279 0.07
C 1.918 1.282 0.868 -0.14
C 2.582 0.125 1.253 -0.03
C 3.947 -0.037 1.039 0.01
C 4.613 0.994 0.422 -0.20
C 3.954 2.167 0.044 -0.19
C 2.612 2.338 0.262 0.07
O 4.852 3.022 -0.538 0.04
C 6.098 2.362 -0.499 -0.16
O 5.936 1.088 0.088 0.04
C -3.870 1.277 0.185 -0.15
C -4.525 2.299 -0.496 -0.01
C -5.883 2.485 -0.311 -0.06
C -6.550 1.629 0.552 -0.16
N -5.946 0.652 1.202 0.06
C -4.646 0.484 1.023 -0.11
C -1.178 0.784 -2.245 -0.13
C 0.044 -0.157 -2.074 -0.14
H -1.048 -3.675 2.585 0.10
H -2.626 -3.714 1.761 0.10
H -1.407 -4.956 1.392 0.10
H 0.861 -4.559 1.618 0.10
H 3.199 -4.436 0.934 0.10
H 3.887 -2.854 -0.845 0.10
H 2.218 -1.456 -1.945 0.11
H -1.832 -2.845 -1.508 0.12
H -1.525 -1.963 -3.013 0.13
H -3.501 -0.892 -2.411 0.12
H -3.294 -1.207 -0.685 0.11
H -1.917 2.038 -0.133 0.14
H -2.025 0.806 2.019 0.14
H -2.009 -0.740 1.119 0.11
H 0.178 -0.507 0.712 0.09
H 2.047 -0.668 1.754 0.12
H 4.462 -0.933 1.343 0.12
H 2.094 3.242 -0.010 0.13
H 6.488 2.249 -1.523 0.14
H 6.811 2.954 0.097 0.14
H -3.966 2.938 -1.164 0.12
H -6.412 3.274 -0.823 0.10
H -7.612 1.726 0.734 0.10
H -4.218 -0.331 1.591 0.11
H -1.537 0.717 -3.279 0.12
H -0.874 1.816 -2.063 0.12
H 0.824 0.333 -1.487 0.11
H 0.457 -0.393 -3.069 0.12

---

no.,maximum force (Eh/bohr)
1,0.01325
2,0.06796
3,0.01668
4,0.01934
5,0.02072
6,0.38721
7,0.02472